{"formula": "C22H38P2Ti", "method": "ωB97M-V/def2-TZVPD", "s_squared": 2.011, "e_above_lowest_kcal_mol": 82.8, "multiplicity": 3, "species": ["P", "P", "C", "C", "H", "H", "H", "H", "C", "H", "H", "H", "C", "H", "H", "H", "C", "H", "H", "H", "C", "H", "H", "H", "Ti", "C", "C", "C", "C", "C", "C", "C", "C", "C", "H", "H", "H", "H", "H", "H", "H", "H", "H", "H", "H", "H", "H", "H", "H", "C", "C", "C", "C", "C", "C", "C", "H", "H", "H", "H", "H", "H", "H"], "xyz": [[1.3097, 0.6058, -2.1456], [-2.3933, -0.0102, -2.2708], [0.1966, 0.1268, -3.5252], [-1.1807, 0.7919, -3.4024], [0.1403, -0.9694, -3.6358], [0.7202, 0.4767, -4.4349], [-1.1002, 1.8671, -3.1035], [-1.7079, 0.7998, -4.3844], [-3.2881, -1.1144, -3.4205], [-4.0317, -1.7395, -2.8909], [-2.5048, -1.7469, -3.8884], [-3.7644, -0.5364, -4.2155], [-3.7433, 1.3445, -2.2046], [-4.2841, 1.3848, -3.1578], [-3.3244, 2.3684, -2.0828], [-4.4592, 1.1380, -1.3892], [2.7718, -0.4242, -2.5000], [3.6704, 0.0006, -2.0003], [2.9106, -0.3986, -3.6112], [2.6128, -1.4788, -2.1824], [1.9006, 2.2681, -2.6053], [1.1584, 3.0369, -2.4065], [2.1194, 2.3120, -3.6729], [2.8015, 2.4846, -2.0396], [2.0089, -0.7499, 1.5305], [-2.5850, -0.6935, -0.4598], [-1.9515, -1.6883, -1.3783], [-0.4694, -2.0793, -1.3515], [0.3034, -1.3720, -0.2301], [0.6609, 0.1292, -0.4993], [-0.0489, 1.4179, -0.7673], [-1.4280, 1.6126, -0.2183], [-2.0937, 0.3882, 0.4840], [2.2242, 1.2506, 2.1582], [-3.6527, -0.9152, -0.2904], [-2.5761, -2.5693, -1.5930], [-0.0213, -1.7410, -2.2948], [-0.3157, -3.2042, -1.2846], [-0.2339, -1.6731, 0.6856], [1.3190, -1.8815, -0.1630], [1.8357, 0.2314, -0.1092], [0.5031, 2.3495, -0.5385], [-2.0161, 1.9611, -1.0746], [-1.4576, 2.5049, 0.4430], [-1.4845, 0.0072, 1.3056], [-3.0050, 0.8359, 0.9037], [1.3228, 1.6685, 2.6515], [2.6908, 2.0175, 1.4829], [2.9800, 0.9056, 2.9447], [0.5373, -1.4249, 2.8494], [1.1000, -1.1134, 4.1736], [0.4753, -0.1257, 4.9631], [1.1530, 0.3887, 6.0753], [2.4192, -0.1248, 6.4662], [2.9492, -1.1942, 5.7620], [2.3102, -1.7485, 4.6285], [0.7162, -2.4624, 2.5098], [-0.4996, -1.1046, 2.6841], [-0.4692, 0.2781, 4.6134], [0.6834, 1.1931, 6.6500], [2.9594, 0.3342, 7.3112], [3.9165, -1.6429, 6.1045], [2.7093, -2.5528, 4.0423]]}